Entry 1:
ORCA calculation (ωB97M-V/def2-TZVPD) on an isolated molecule of C5H3F2N in a non-equilibrium geometry.

- orbital gap (eV) = 9.61
- strongest force on any atom (Eh/bohr) = 0.0456
- HOMO (eV) = -9.65
- ΔE to the lowest compared entry with this formula, charge and spin (eV) = 1.647

XYZ file:
```
11
C5H3F2N (ωB97M-V/def2-TZVPD)
H -0.209 1.746 -0.339
F 1.454 -1.974 0.094
C -0.286 -0.443 0.149
H -0.978 -1.250 0.485
C 1.997 0.182 -0.460
C -2.131 1.157 0.224
N 2.774 0.988 -0.794
H -2.558 2.096 0.141
C 0.970 -0.740 -0.052
F -2.985 0.203 0.588
C -0.866 0.915 -0.006
```

The net atomic charges from Mulliken, expressed in e, are: number 1, H, carries 0.26; number 2, F, carries -0.27; number 3, C, carries -0.21; number 4, H, carries 0.36; number 5, C, carries 0.12; number 6, C, carries -0.16; number 7, N, carries -0.38; number 8, H, carries 0.42; number 9, C, carries 0.52; number 10, F, carries -0.23; number 11, C, carries -0.44



Entry 2:
ORCA calculation (ωB97M-V/def2-TZVPD) on the ion C5H3F3NO2S with charge -1 in a non-equilibrium geometry.

- orbital gap (alpha / beta) (eV) = 6.06 / 6.35
- strongest force on any atom (Eh/bohr) = 0.0716
- charge = -1
- HOMO (alpha / beta) (eV) = -3.75 / -3.87
- ΔE to the lowest compared entry with this formula, charge and spin (eV) = 3.220

XYZ file:
```
15
C5H3F3NO2S (ωB97M-V/def2-TZVPD)
S 1.456 -0.839 -0.346
C -3.538 0.382 0.164
C -2.069 0.340 0.202
F -4.167 -0.768 0.636
O 0.146 2.395 -0.239
F -3.998 1.413 0.938
C 1.019 1.815 0.338
C -0.341 -1.188 -0.618
H 2.831 0.822 0.114
F -4.232 0.524 -1.067
H -1.670 1.063 0.798
H -0.217 -2.274 -1.019
N -1.476 -0.650 -0.372
C 1.858 0.757 -0.205
O 1.426 1.908 1.570
```

The net atomic charges from Mulliken, expressed in e, are: number 1, S, carries -0.03; number 2, C, carries 0.77; number 3, C, carries -0.62; number 4, F, carries -0.30; number 5, O, carries -0.60; number 6, F, carries -0.29; number 7, C, carries 0.61; number 8, C, carries -0.12; number 9, H, carries 0.36; number 10, F, carries -0.30; number 11, H, carries 0.59; number 12, H, carries 0.18; number 13, N, carries -0.38; number 14, C, carries -0.18; number 15, O, carries -0.68



Entry 3:
ORCA calculation (ωB97M-V/def2-TZVPD) on a structure of composition C5H3F5O2 in a non-equilibrium geometry.

- orbital gap (alpha / beta) (eV) = 7.14 / 6.89
- ⟨S²⟩ = 2.006
- multiplicity = 3
- strongest force on any atom (Eh/bohr) = 0.1963
- HOMO (alpha / beta) (eV) = -6.34 / -10.15
- ΔE to the lowest compared entry with this formula, charge and spin (eV) = 0.000

XYZ file:
```
15
C5H3F5O2 (ωB97M-V/def2-TZVPD)
F -2.114 -1.003 1.075
C 0.265 1.548 -0.851
C -1.150 -1.915 0.839
H 0.020 1.011 1.211
C 1.111 2.012 -1.853
F 0.554 -1.260 2.299
H 2.147 1.876 -1.439
C 0.238 -1.381 1.025
F 1.180 -2.109 0.426
F -1.288 -2.304 -0.438
C 0.058 0.527 0.330
O 0.563 2.878 -0.770
O -0.913 0.863 -0.609
F -1.486 -2.923 1.633
H 0.813 2.180 -2.880
```

The net atomic charges from Mulliken, expressed in e, are: number 1, F, carries -0.26; number 2, C, carries 0.65; number 3, C, carries 0.82; number 4, H, carries 0.38; number 5, C, carries -0.23; number 6, F, carries -0.26; number 7, H, carries 0.21; number 8, C, carries 0.51; number 9, F, carries -0.25; number 10, F, carries -0.26; number 11, C, carries -0.55; number 12, O, carries -0.46; number 13, O, carries -0.31; number 14, F, carries -0.25; number 15, H, carries 0.28



Entry 4:
ORCA calculation (ωB97M-V/def2-TZVPD) on an isolated molecule of C5H3F9Si in a non-equilibrium geometry.

- orbital gap (eV) = 10.40
- strongest force on any atom (Eh/bohr) = 0.0662
- HOMO (eV) = -10.85
- ΔE to the lowest compared entry with this formula, charge and spin (eV) = 0.000

XYZ file:
```
18
C5H3F9Si (ωB97M-V/def2-TZVPD)
C 1.699 0.432 -0.272
H 2.372 -0.145 1.636
C -1.224 1.657 0.714
C -0.503 -1.702 0.865
C -1.049 -0.439 -1.976
Si -0.096 -0.075 -0.297
F -0.338 -1.451 2.177
C 2.506 0.459 0.796
F -0.859 -1.653 -2.518
H 3.499 0.844 0.563
F -2.070 2.328 -0.027
H 2.070 0.567 -1.298
F -1.889 1.244 1.817
F -0.412 0.461 -2.806
F -2.320 -0.055 -1.954
F -1.635 -2.312 0.807
F -0.223 2.464 1.151
F 0.473 -2.623 0.620
```

The net atomic charges from Mulliken, expressed in e, are: number 1, C, carries -0.37; number 2, H, carries 0.31; number 3, C, carries 0.61; number 4, C, carries 0.67; number 5, C, carries 0.66; number 6, Si, carries 0.27; number 7, F, carries -0.24; number 8, C, carries -0.62; number 9, F, carries -0.22; number 10, H, carries 0.26; number 11, F, carries -0.21; number 12, H, carries 0.36; number 13, F, carries -0.25; number 14, F, carries -0.25; number 15, F, carries -0.21; number 16, F, carries -0.24; number 17, F, carries -0.27; number 18, F, carries -0.27



Entry 5:
ORCA calculation (ωB97M-V/def2-TZVPD) on a structure of composition C5H3FO in a non-equilibrium geometry.

- orbital gap (eV) = 8.50
- strongest force on any atom (Eh/bohr) = 0.0233
- HOMO (eV) = -9.24
- ΔE to the lowest compared entry with this formula, charge and spin (eV) = 3.820

XYZ file:
```
10
C5H3FO (ωB97M-V/def2-TZVPD)
C 0.468 0.306 -1.718
F -1.095 -2.069 -0.194
H -1.792 -0.311 0.416
C 0.588 0.644 0.892
H 1.630 0.904 1.062
C 0.192 -0.728 1.387
H -0.066 1.475 1.159
O 0.736 0.537 -2.823
C 0.171 0.069 -0.468
C -0.832 -0.827 0.289
```

The net atomic charges from Mulliken, expressed in e, are: number 1, C, carries 0.62; number 2, F, carries -0.27; number 3, H, carries 0.23; number 4, C, carries -0.30; number 5, H, carries 0.29; number 6, C, carries -0.33; number 7, H, carries 0.22; number 8, O, carries -0.38; number 9, C, carries -0.31; number 10, C, carries 0.22



Entry 6:
ORCA calculation (ωB97M-V/def2-TZVPD) on a structure of composition C5H3HgO3 in a non-equilibrium geometry.

- orbital gap (alpha / beta) (eV) = 7.35 / 7.30
- ⟨S²⟩ = 0.764
- multiplicity = 2
- strongest force on any atom (Eh/bohr) = 0.1000
- charge = +2
- HOMO (alpha / beta) (eV) = -19.33 / -19.27

XYZ file:
```
12
C5H3HgO3 (ωB97M-V/def2-TZVPD)
O 1.221 0.149 0.085
C -2.311 0.844 0.120
C -1.260 0.307 -0.447
C 0.087 -0.578 0.178
C 1.719 0.950 1.563
Hg 3.061 0.413 -0.619
O 2.857 1.174 1.312
O -3.152 1.495 0.576
H -0.200 -0.823 -1.977
C -0.713 -0.954 -1.015
H -1.329 -1.850 -0.898
H 0.019 -1.127 1.122
```

The net atomic charges from Mulliken, expressed in e, are: number 1, O, carries -0.51; number 2, C, carries 0.75; number 3, C, carries -0.19; number 4, C, carries 0.09; number 5, C, carries 0.25; number 6, Hg, carries 1.28; number 7, O, carries -0.31; number 8, O, carries -0.09; number 9, H, carries 0.26; number 10, C, carries -0.33; number 11, H, carries 0.30; number 12, H, carries 0.49



Entry 7:
ORCA calculation (ωB97M-V/def2-TZVPD) on an isolated molecule of C5H3N in a non-equilibrium geometry.

- orbital gap (eV) = 9.56
- strongest force on any atom (Eh/bohr) = 0.0876
- HOMO (eV) = -9.86
- ΔE to the lowest compared entry with this formula, charge and spin (eV) = 0.281

XYZ file:
```
9
C5H3N (ωB97M-V/def2-TZVPD)
C 0.426 -0.554 1.386
H -1.591 1.197 -0.485
H -0.627 1.115 -2.705
C -0.653 0.623 -0.676
C -0.088 0.596 -1.896
N 0.946 -1.822 3.580
C -0.080 -0.037 0.422
H 0.858 0.043 -2.223
C 0.810 -1.161 2.597
```

The net atomic charges from Mulliken, expressed in e, are: number 1, C, carries 0.91; number 2, H, carries 0.27; number 3, H, carries 0.25; number 4, C, carries -0.79; number 5, C, carries -0.60; number 6, N, carries -0.42; number 7, C, carries 0.35; number 8, H, carries 0.25; number 9, C, carries -0.22



Entry 8:
ORCA calculation (ωB97M-V/def2-TZVPD) on an isolated molecule of C5H3N in a non-equilibrium geometry.

- orbital gap (eV) = 9.56
- strongest force on any atom (Eh/bohr) = 0.0627
- HOMO (eV) = -8.93
- ΔE to the lowest compared entry with this formula, charge and spin (eV) = 2.486

XYZ file:
```
9
C5H3N (ωB97M-V/def2-TZVPD)
C -2.259 -0.059 -0.019
H 2.123 -0.240 -0.105
C -1.140 0.855 0.033
C 0.201 1.196 -0.024
C 0.180 -1.147 -0.042
H 0.512 2.259 0.055
H 0.443 -2.164 0.092
N -1.081 -0.700 0.023
C 1.020 0.000 -0.013
```

The net atomic charges from Mulliken, expressed in e, are: number 1, C, carries -0.29; number 2, H, carries 0.31; number 3, C, carries 0.15; number 4, C, carries -0.46; number 5, C, carries -0.32; number 6, H, carries 0.36; number 7, H, carries 0.41; number 8, N, carries 0.08; number 9, C, carries -0.23



Entry 9:
ORCA calculation (ωB97M-V/def2-TZVPD) on an isolated molecule of C5H3N in a non-equilibrium geometry.

- orbital gap (alpha / beta) (eV) = 8.45 / 8.45
- strongest force on any atom (Eh/bohr) = 0.0592
- HOMO (alpha / beta) (eV) = -8.22 / -8.22
- ΔE to the lowest compared entry with this formula, charge and spin (eV) = 2.490

XYZ file:
```
9
C5H3N (ωB97M-V/def2-TZVPD)
H 1.898 -0.847 0.867
C -1.363 0.457 0.275
C 0.634 -0.086 -0.715
C 0.846 -0.449 0.593
N -1.524 0.102 1.487
C -0.632 0.518 -0.861
C -0.207 -0.409 1.464
H -1.010 0.982 -1.675
H 1.360 -0.270 -1.435
```

The net atomic charges from Mulliken, expressed in e, are: number 1, H, carries 0.25; number 2, C, carries 0.38; number 3, C, carries -0.21; number 4, C, carries -0.30; number 5, N, carries -0.38; number 6, C, carries -0.63; number 7, C, carries -0.02; number 8, H, carries 0.45; number 9, H, carries 0.47



Entry 10:
ORCA calculation (ωB97M-V/def2-TZVPD) on a structure of composition C5H3N in a non-equilibrium geometry.

- orbital gap (eV) = 8.45
- strongest force on any atom (Eh/bohr) = 0.1282
- HOMO (eV) = -10.32
- ΔE to the lowest compared entry with this formula, charge and spin (eV) = 4.801

XYZ file:
```
9
C5H3N (ωB97M-V/def2-TZVPD)
C -0.124 -0.082 -2.056
C -0.620 0.557 -1.004
H -1.358 1.343 -1.097
C 0.203 0.045 1.414
H -0.449 0.159 -3.051
H 0.615 -0.858 -1.946
N 0.794 -0.529 3.173
C 1.163 -0.882 4.252
C -0.223 0.246 0.315
```

The net atomic charges from Mulliken, expressed in e, are: number 1, C, carries -0.61; number 2, C, carries -0.77; number 3, H, carries 0.28; number 4, C, carries 1.51; number 5, H, carries 0.27; number 6, H, carries 0.27; number 7, N, carries -0.10; number 8, C, carries -0.09; number 9, C, carries -0.77



Entry 11:
ORCA calculation (ωB97M-V/def2-TZVPD) on an isolated molecule of C5H3N3 in a non-equilibrium geometry.

- orbital gap (eV) = 12.90
- strongest force on any atom (Eh/bohr) = 0.0645
- HOMO (eV) = -12.69
- ΔE to the lowest compared entry with this formula, charge and spin (eV) = 1.475

XYZ file:
```
11
C5H3N3 (ωB97M-V/def2-TZVPD)
C 0.097 -1.936 1.734
H 0.690 0.043 -1.127
H -0.920 -0.437 -0.461
N 3.000 -0.243 1.593
N 1.250 -2.754 -1.431
N -0.523 -2.652 2.386
C 0.131 -0.020 -0.168
H 0.018 0.946 0.350
C 0.831 -1.198 0.678
C 1.078 -2.111 -0.478
C 2.024 -0.745 1.255
```

The net atomic charges from Mulliken, expressed in e, are: number 1, C, carries -0.14; number 2, H, carries 0.38; number 3, H, carries 0.33; number 4, N, carries -0.37; number 5, N, carries -0.38; number 6, N, carries -0.36; number 7, C, carries -1.19; number 8, H, carries 0.37; number 9, C, carries 1.60; number 10, C, carries -0.08; number 11, C, carries -0.15



Entry 12:
ORCA calculation (ωB97M-V/def2-TZVPD) on an isolated molecule of C5H3NO in a non-equilibrium geometry.

- orbital gap (alpha / beta) (eV) = 9.06 / 9.06
- strongest force on any atom (Eh/bohr) = 0.0434
- HOMO (alpha / beta) (eV) = -9.47 / -9.47
- ΔE to the lowest compared entry with this formula, charge and spin (eV) = 3.612

XYZ file:
```
10
C5H3NO (ωB97M-V/def2-TZVPD)
N -2.588 1.915 -0.546
C -0.467 0.524 -0.125
C 0.060 -0.515 -0.833
C -1.627 1.308 -0.325
H -0.269 -0.910 -1.785
C 1.256 -0.197 0.983
O 0.305 0.750 0.964
H 0.179 -1.732 -0.036
H 1.963 -0.060 1.797
C 1.188 -1.083 -0.095
```

The net atomic charges from Mulliken, expressed in e, are: number 1, N, carries -0.42; number 2, C, carries 0.29; number 3, C, carries -0.23; number 4, C, carries 0.13; number 5, H, carries 0.49; number 6, C, carries 0.05; number 7, O, carries -0.26; number 8, H, carries 0.23; number 9, H, carries 0.42; number 10, C, carries -0.70



Entry 13:
ORCA calculation (ωB97M-V/def2-TZVPD) on an isolated molecule of C5H3NO in a non-equilibrium geometry.

- orbital gap (eV) = 9.68
- strongest force on any atom (Eh/bohr) = 0.0259
- HOMO (eV) = -9.91
- ΔE to the lowest compared entry with this formula, charge and spin (eV) = 4.918

XYZ file:
```
10
C5H3NO (ωB97M-V/def2-TZVPD)
O -2.054 0.204 -0.272
C 2.695 0.871 0.231
H -1.183 2.034 0.088
C -0.436 -1.133 0.072
H 1.777 -0.416 -0.565
H 0.122 -2.057 0.188
C 1.506 0.374 0.169
C 0.078 0.182 0.266
N -1.689 -1.125 -0.267
C -1.004 0.969 0.046
```

The net atomic charges from Mulliken, expressed in e, are: number 1, O, carries -0.17; number 2, C, carries -0.42; number 3, H, carries 0.43; number 4, C, carries -0.33; number 5, H, carries 0.23; number 6, H, carries 0.44; number 7, C, carries -0.07; number 8, C, carries 0.56; number 9, N, carries -0.39; number 10, C, carries -0.28



Entry 14:
ORCA calculation (ωB97M-V/def2-TZVPD) on a structure of composition C5H3NO in a non-equilibrium geometry.

- orbital gap (eV) = 8.70
- strongest force on any atom (Eh/bohr) = 0.0221
- HOMO (eV) = -9.20
- ΔE to the lowest compared entry with this formula, charge and spin (eV) = 3.934

XYZ file:
```
10
C5H3NO (ωB97M-V/def2-TZVPD)
C 0.529 0.125 -0.005
C -0.579 -0.657 -0.120
N 2.983 -0.667 -0.123
H -0.668 -1.857 -0.074
C 1.872 -0.332 -0.081
H 1.044 2.204 0.415
C 0.182 1.529 0.264
O -0.965 1.923 0.328
H -2.587 -1.261 -0.659
C -1.811 -1.008 0.055
```

The net atomic charges from Mulliken, expressed in e, are: number 1, C, carries 0.24; number 2, C, carries 0.13; number 3, N, carries -0.44; number 4, H, carries 0.28; number 5, C, carries 0.06; number 6, H, carries 0.37; number 7, C, carries 0.05; number 8, O, carries -0.52; number 9, H, carries 0.28; number 10, C, carries -0.45



Entry 15:
ORCA calculation (ωB97M-V/def2-TZVPD) on an isolated molecule of C5H3NO in a non-equilibrium geometry.

- orbital gap (eV) = 9.25
- strongest force on any atom (Eh/bohr) = 0.0259
- HOMO (eV) = -9.32
- ΔE to the lowest compared entry with this formula, charge and spin (eV) = 1.974

XYZ file:
```
10
C5H3NO (ωB97M-V/def2-TZVPD)
H -0.252 -1.777 0.105
N -0.823 2.705 -0.185
C -0.988 0.114 -0.283
H -2.094 -1.253 -0.967
C -0.013 -0.717 0.114
C 1.306 -0.355 0.501
O -2.181 -0.310 -0.763
C -0.890 1.549 -0.228
H 3.456 0.137 1.044
C 2.449 -0.103 0.786
```

The net atomic charges from Mulliken, expressed in e, are: number 1, H, carries 0.34; number 2, N, carries -0.36; number 3, C, carries 0.85; number 4, H, carries 0.30; number 5, C, carries -0.80; number 6, C, carries -0.83; number 7, O, carries -0.47; number 8, C, carries 0.09; number 9, H, carries 0.41; number 10, C, carries 0.48